a.
Entry from the Open Molecules 2025 dataset: 2 unconnected molecules or ions with the total composition C3H8N2 (ωB97M-V with the def2-TZVPD basis set).

Bonds (Å) are listed after each position.
CARTESIAN COORDINATES (ANGSTROEM)
1 H -1.72612 -1.75336 -0.35382  N2 1.017
2 N -1.38031 -1.28118 0.47743  H1 1.017, C3 1.280
3 C -0.18547 -0.84628 0.33295  N2 1.280, C4 1.504, H5 1.230
4 C 0.73824 -0.95422 -0.84872  C3 1.504, H6 1.089, H7 1.090, H8 1.090
5 H 0.51690 -0.86221 1.34309  C3 1.230
6 H 1.36687 -1.84010 -0.77256  C4 1.089
7 H 0.15566 -0.95406 -1.76970  C4 1.090
8 H 1.39675 -0.08628 -0.89291  C4 1.090
9 C -0.32395 1.42604 0.64856  N10 1.250, H11 1.095, H12 1.289
10 N 0.42225 2.02465 -0.15617  C9 1.250, H13 1.021
11 H -1.29374 1.73695 1.04992  C9 1.095
12 H 0.12716 0.38503 1.26024  C9 1.289
13 H 0.18576 3.00502 -0.31830  N10 1.021

Output
lowest unoccupied orbital energy: 0.767 eV
SMILES: [H]/N=C\C.C=N
HOMO level: -8.57 eV
total charge: 0


b.
Entry from the Open Molecules 2025 dataset: 2 unconnected molecules or ions with the total composition C3H8N2 (ωB97M-V with the def2-TZVPD basis set).

Bonds (Å) are listed after each position.
CARTESIAN COORDINATES (ANGSTROEM)
1 C 0.26618 1.50849 2.01918  C2 1.352, H4 1.079, H5 1.077
2 C -0.25993 1.93213 0.84835  C1 1.352, N3 1.361, H6 1.085
3 N -1.11948 2.98004 0.71947  C2 1.361, H7 1.003, H8 0.998
4 H -0.10619 1.80565 2.98719  C1 1.079
5 H 0.97819 0.70183 1.96338  C1 1.077
6 H 0.24492 1.63510 -0.06531  C2 1.085
7 H -1.28552 3.60848 1.48272  N3 1.003
8 H -1.23555 3.37304 -0.19011  N3 0.998
9 C 0.34563 -3.81175 -1.87795  N10 1.269, H11 1.092, H12 1.089
10 N 0.74340 -2.61712 -1.72140  C9 1.269, H13 1.027
11 H 0.95400 -4.71617 -1.81776  C9 1.092
12 H -0.60936 -3.98158 -2.37327  C9 1.089
13 H 1.63330 -2.68633 -1.21319  N10 1.027

Output
lowest unoccupied orbital energy: 1.164 eV
SMILES: C=CN.C=N
HOMO level: -7.91 eV
total charge: 0


c.
Entry from the Open Molecules 2025 dataset: a single C3H8N2 molecule (ωB97M-V with the def2-TZVPD basis set).

Bonds (Å) are listed after each position.
CARTESIAN COORDINATES (ANGSTROEM)
1 C -1.42782 1.78562 0.07387  C2 1.561, H6 1.132, H7 1.079, H8 1.088
2 C -0.43491 0.64484 0.46123  C1 1.561, N3 1.433, H9 1.097, H10 1.141
3 N 0.27499 0.22340 -0.70979  C2 1.433, C4 1.325
4 C 0.78308 -0.99858 -0.63799  N3 1.325, N5 1.379, H11 1.088
5 N 0.96602 -1.76816 0.49146  C4 1.379, H12 0.996, H13 0.996
6 H -0.92308 2.51348 -0.63166  C1 1.132
7 H -1.74492 2.42122 0.88668  C1 1.079
8 H -2.29303 1.38686 -0.45250  C1 1.088
9 H -1.00015 -0.20531 0.86152  C2 1.097
10 H 0.35296 1.02292 1.19461  C2 1.141
11 H 1.19020 -1.50827 -1.50818  C4 1.088
12 H 0.26132 -1.55160 1.16070  N5 0.996
13 H 1.94746 -1.85730 0.63448  N5 0.996

Output
lowest unoccupied orbital energy: 1.045 eV
SMILES: CC/N=C\N
HOMO level: -9.03 eV
total charge: 0


The structure with the greatest stability is c.


a.
Entry from the Open Molecules 2025 dataset: 2 unconnected molecules or ions with the total composition C2H8 (ωB97M-V with the def2-TZVPD basis set).

Bonds (Å) are listed after each position.
CARTESIAN COORDINATES (ANGSTROEM)
1 C 8.74922 0.24777 10.73126  H2 1.100, H3 1.100, H4 1.100, H5 1.100
2 H 8.37924 0.40083 9.70672  C1 1.100
3 H 8.06027 0.72273 11.44524  C1 1.100
4 H 9.74828 0.69701 10.83154  C1 1.100
5 H 8.80962 -0.83015 10.94209  C1 1.100
6 C 7.98364 2.96856 14.42959  H7 1.100, H8 1.100, H9 1.100, H10 1.100
7 H 7.08504 3.55443 14.67307  C6 1.100
8 H 8.75596 3.63485 14.01781  C6 1.100
9 H 7.72938 2.19857 13.68631  C6 1.100
10 H 8.36466 2.48556 15.34148  C6 1.100

Output
lowest unoccupied orbital energy: 1.092 eV
SMILES: C.C
HOMO level: -13.22 eV
total charge: 0


b.
Entry from the Open Molecules 2025 dataset: 2 unconnected molecules or ions with the total composition C2H8 (ωB97M-V with the def2-TZVPD basis set).

Bonds (Å) are listed after each position.
CARTESIAN COORDINATES (ANGSTROEM)
1 C -3.25748 -0.41557 3.81582  H2 1.143, H3 1.172, H4 1.078, H5 1.235
2 H -3.84360 -0.38216 2.83513  C1 1.143
3 H -2.43499 -1.23487 3.65278  C1 1.172
4 H -3.94614 -0.77018 4.56596  C1 1.078
5 H -2.67767 0.64738 4.05846  C1 1.235
6 C 3.22398 0.43426 -3.76346  H7 1.071, H8 1.001, H9 1.163, H10 1.054
7 H 2.47221 1.09486 -4.14406  C6 1.071
8 H 3.82638 0.93174 -3.13827  C6 1.001
9 H 3.90288 0.13132 -4.65808  C6 1.163
10 H 2.90193 -0.53019 -3.48608  C6 1.054

Output
lowest unoccupied orbital energy: 1.257 eV
SMILES: C.C
HOMO level: -12.53 eV
total charge: 0


The structure with the greatest stability is a.


a.
Entry from the Open Molecules 2025 dataset: 2 unconnected molecules or ions with the total composition C6H9ClN2 (ωB97M-V with the def2-TZVPD basis set).

Bonds (Å) are listed after each position.
CARTESIAN COORDINATES (ANGSTROEM)
1 N 2.17879 -1.31692 -0.92271  N2 1.445, H9 1.012, H10 0.975
2 N 1.63759 -0.45933 0.10636  N1 1.445, C3 1.391, H11 1.092
3 C 0.25325 -0.32499 0.10523  N2 1.391, C4 1.362, C8 1.400
4 C -0.58098 -1.29316 -0.36489  C3 1.362, C5 1.416, H12 1.130
5 C -1.97021 -1.11955 -0.57679  C4 1.416, C6 1.442, H13 1.115
6 C -2.45226 0.23926 -0.57261  C5 1.442, C7 1.375, H14 1.110
7 C -1.64703 1.22035 -0.04254  C6 1.375, C8 1.368, H15 1.116
8 C -0.33710 0.93760 0.23311  C3 1.400, C7 1.368, H16 1.053
9 H 1.84159 -2.21480 -0.59992  N1 1.012
10 H 1.65785 -1.15256 -1.72974  N1 0.975
11 H 1.99668 0.56235 -0.03020  N2 1.092
12 H -0.34402 -2.39410 -0.45680  C4 1.130
13 H -2.56184 -1.97046 -0.98676  C5 1.115
14 H -3.56088 0.18965 -0.56202  C6 1.110
15 H -2.05209 2.25709 -0.11762  C7 1.116
16 H 0.34183 1.70858 0.46304  C8 1.053
17 Cl 3.28958 2.21700 3.29317  H18 1.315
18 H 2.30925 2.91398 2.76170  Cl17 1.315

Output
lowest unoccupied orbital energy: 0.640 eV
SMILES: NNc1ccccc1.Cl
HOMO level: -8.45 eV
total charge: 0


b.
Entry from the Open Molecules 2025 dataset: 2 unconnected molecules or ions with the total composition C6H9ClN2 (ωB97M-V with the def2-TZVPD basis set).

Bonds (Å) are listed after each position.
CARTESIAN COORDINATES (ANGSTROEM)
1 C 0.55675 0.22998 2.23834  C2 1.542, H5 1.147, H6 1.099, H7 1.153
2 C -0.75652 0.36595 1.44128  C1 1.542, C3 1.385, H8 1.092
3 C -0.42934 0.64874 0.12603  C2 1.385, Cl4 1.697, H9 1.111
4 Cl -1.44472 1.56150 -0.88103  C3 1.697
5 H 1.35041 -0.53353 1.91773  C1 1.147
6 H 0.94740 1.24879 2.37197  C1 1.099
7 H 0.24232 0.03529 3.33000  C1 1.153
8 H -1.54360 0.92541 1.95163  C2 1.092
9 H 0.51638 0.27014 -0.31694  C3 1.111
10 C -0.10882 -0.74695 -3.23680  N11 1.444, H15 1.105, H16 1.135, H17 1.079
11 N -0.68379 -1.68045 -2.29779  C10 1.444, C12 1.215
12 C -0.89017 -1.54747 -1.10792  N11 1.215, C13 1.318
13 C -1.22825 -2.17124 0.00277  C12 1.318, N14 1.194
14 N -1.51203 -2.06653 1.15733  C13 1.194, H18 1.147
15 H 0.44045 0.16812 -2.94993  C10 1.105
16 H -0.99945 -0.32477 -3.79910  C10 1.135
17 H 0.65816 -1.38817 -3.64225  C10 1.079
18 H -1.24756 -1.08276 1.68384  N14 1.147

Output
lowest unoccupied orbital energy: 0.164 eV
SMILES: C/C=C/Cl.CN=C=C=N
HOMO level: -7.98 eV
total charge: 0


The structure with the greatest stability is a.